{"formula": "C3H38O17", "method": "ωB97M-V/def2-TZVPD", "relative_energy_ev": 3.478, "multiplicity": 1, "lumo_energy_ev": -0.3160, "homo_lumo_gap_ev": 9.2, "species": ["O", "C", "C", "C", "H", "H", "H", "H", "H", "H", "H", "H", "O", "H", "H", "O", "H", "H", "O", "H", "H", "O", "H", "H", "O", "H", "H", "O", "H", "H", "O", "H", "H", "O", "H", "H", "O", "H", "H", "O", "H", "H", "O", "H", "H", "O", "H", "H", "O", "H", "H", "O", "H", "H", "O", "H", "H", "O"], "coordinates": [[-2.4379, -0.4667, 1.8350], [-1.3186, -0.9296, 1.8271], [-0.4776, -0.7065, 0.5700], [-0.4035, 0.7144, 0.1069], [-0.7338, -1.3981, 2.6154], [-0.9152, -1.4523, -0.1247], [0.5156, -1.1100, 0.7644], [-1.1067, 1.5100, 0.3726], [-0.1728, 0.9464, -0.9329], [0.5489, 1.1015, 0.4676], [2.8028, 4.4557, -0.7820], [2.3459, 2.9333, -0.5590], [2.0707, 3.8624, -0.5908], [-1.4239, 2.8650, -2.0163], [-2.5321, 1.7406, -1.7687], [-2.1162, 2.3071, -2.4299], [-2.2555, 0.4752, -3.5839], [-2.6387, -0.9312, -4.3336], [-2.4235, -0.4732, -3.5252], [-2.2539, -3.6799, 2.5347], [-3.0992, -3.1065, 1.3438], [-2.2310, -3.4228, 1.6068], [3.0355, 0.2535, 1.2742], [2.9705, 1.4338, 0.4564], [2.4227, 0.9996, 1.1585], [-3.4759, -1.6594, 3.2009], [-2.7593, -1.4139, 4.5652], [-3.2344, -2.0634, 4.0413], [1.1675, 2.7607, 3.2512], [1.8027, 1.4793, 2.7152], [1.3449, 1.8478, 3.4976], [2.7270, -2.7537, 2.3973], [2.6144, -3.0756, 0.9214], [2.4514, -3.4554, 1.7916], [-1.4339, -3.4030, -1.5378], [-1.4028, -4.1927, -0.2824], [-1.1325, -4.2596, -1.2096], [1.9243, 0.4641, -3.2686], [1.2768, -0.2190, -1.9423], [2.0137, 0.2603, -2.3352], [3.0014, -0.9612, -0.8368], [4.3925, -1.5547, -0.9897], [3.6713, -1.4605, -0.3584], [-3.5312, 2.8718, 2.0102], [-3.0358, 1.4528, 2.5349], [-2.7710, 2.3086, 2.1768], [1.1797, -3.9896, -2.0579], [2.2138, -3.5515, -3.1649], [1.8106, -3.3161, -2.3283], [3.1557, 1.3037, -1.5713], [4.5788, 1.5127, -0.8866], [3.7227, 1.9219, -1.0500], [-2.6814, 0.8163, -0.1101], [-3.3056, 0.2816, -1.5482], [-3.2317, 0.9712, -0.8885], [-0.8958, 4.9630, -0.7784], [0.3000, 4.0169, -0.9891], [-0.6303, 4.1746, -1.2560]], "forces_ev_per_a": [[-0.1, -0.5, 0.9], [0.9, 1.6, -1.9], [-0.6, -1.6, 0.2], [1.7, 2.1, -0.5], [-0.7, -0.4, 0.8], [0.0, 0.6, -0.1], [0.2, 0.1, 0.0], [-0.3, -0.7, 0.4], [-0.8, -0.9, -0.6], [-0.4, 0.0, 0.7], [0.1, -0.6, 0.0], [0.5, 1.0, -0.2], [-1.1, 0.2, 0.3], [-0.8, -0.3, -0.3], [0.1, 0.7, 0.5], [1.6, 1.1, -2.3], [0.0, 0.3, -0.6], [0.0, 0.6, -0.5], [0.1, -0.6, 1.3], [-0.3, 0.2, 0.1], [-0.1, -0.1, 0.3], [0.5, -0.3, -0.6], [-0.5, -0.3, 0.4], [-0.7, 0.3, 0.5], [1.8, -0.6, -0.7], [0.3, 0.5, 0.2], [-0.1, 0.2, -0.2], [-0.2, -0.7, 0.3], [-0.1, 0.0, 0.0], [-0.3, 0.4, 0.4], [0.1, -0.2, -0.1], [0.0, -0.3, -0.1], [0.1, 0.0, -0.2], [0.0, 0.3, 0.2], [0.1, -0.1, -0.3], [0.2, -0.3, 0.2], [-0.1, 0.5, 0.1], [-0.7, -0.4, 0.0], [-0.4, 0.1, -0.7], [0.9, 0.2, 0.6], [-0.1, -0.2, -0.2], [-0.1, -0.2, 0.0], [0.1, 0.3, 0.3], [-0.2, -0.4, 0.1], [-0.3, 0.3, -0.2], [0.5, 0.2, -0.1], [-0.1, -0.2, -0.2], [-0.2, -0.4, 0.0], [0.2, 0.7, 0.3], [0.4, 0.0, 0.0], [-0.1, -0.1, -0.2], [0.2, -0.4, -0.2], [-0.2, -0.9, -0.2], [0.3, -1.0, 0.4], [-1.9, -0.3, 1.4], [-0.2, 0.0, 0.0], [-0.2, 0.3, -0.1], [0.8, 0.1, 0.3]]}


{"formula": "C3H3AgLiMgO3", "method": "ωB97M-V/def2-TZVPD", "multiplicity": 1, "lumo_energy_ev": [-5.1056, -5.1058], "charge": 1, "homo_lumo_gap_ev": [4.7, 4.7], "species": ["O", "Ag", "C", "O", "C", "H", "H", "Mg", "C", "O", "Li", "H"], "coordinates": [[-1.9316, 0.3586, -0.3823], [-3.8355, 0.0615, 1.1424], [-0.7022, 0.1684, -0.1110], [0.0181, -0.6284, -0.9875], [1.1569, 0.1171, -1.5747], [0.7523, 0.7290, -2.3973], [1.8017, -0.6401, -2.0459], [1.7925, 1.0119, 0.2573], [-0.2417, 0.1277, 1.4584], [1.0659, -0.1842, 1.6601], [0.7449, -2.0396, 0.8550], [-0.6215, 0.9181, 2.1253]], "forces_ev_per_a": [[0.2, 0.0, 0.1], [1.3, 0.3, -0.8], [-1.7, -1.0, 4.8], [0.5, 0.4, 0.2], [0.1, 0.0, -0.3], [0.2, -0.1, 0.4], [-0.2, 0.2, 0.3], [-0.9, -0.8, 0.4], [-1.0, 0.5, -4.4], [2.1, -0.7, -0.4], [-0.3, 1.3, 0.1], [-0.3, -0.1, -0.4]]}


{"formula": "C3H3AgO4", "method": "ωB97M-V/def2-TZVPD", "multiplicity": 3, "lumo_energy_ev": [0.7764, -4.1747], "homo_lumo_gap_ev": [7.9, 5.7], "species": ["O", "C", "O", "C", "O", "C", "O", "Ag", "H", "H", "H"], "coordinates": [[3.2670, 0.1048, 0.0962], [2.3483, -0.7447, 0.0015], [2.3018, -1.9414, 0.0615], [-2.3320, 0.1955, -0.0049], [-0.9303, 0.4779, 0.0000], [-0.1056, -0.5172, -0.0683], [1.0996, 0.0450, -0.1194], [2.3653, 1.9604, 0.0499], [-2.7535, 0.5987, 0.9220], [-2.7687, 0.7073, -0.8691], [-2.4920, -0.8864, -0.0694]], "forces_ev_per_a": [[1.1, 0.3, -0.1], [-1.7, -2.5, 0.4], [0.4, 1.6, -0.3], [-0.4, -0.3, 0.0], [0.3, 0.3, -0.1], [-0.5, 0.0, 0.0], [0.8, -0.1, 0.0], [-0.1, 0.7, 0.0], [0.1, -0.1, -0.2], [0.1, -0.1, 0.2], [0.0, 0.3, 0.0]]}


{"formula": "C3H3BeLiO4", "method": "ωB97M-V/def2-TZVPD", "relative_energy_ev": 0.000, "multiplicity": 2, "lumo_energy_ev": [-5.2841, -6.1143], "charge": 1, "homo_lumo_gap_ev": [9.3, 8.6], "species": ["O", "O", "C", "C", "O", "O", "C", "H", "H", "H", "Li", "Be"], "coordinates": [[1.9290, 0.2764, 1.3812], [-0.0034, 1.3167, -2.3842], [-0.2517, 0.7623, -1.3042], [-0.0920, -0.6489, 1.5958], [0.5506, 0.9761, -0.2897], [-1.2012, -0.1172, -1.2506], [0.9866, -0.1682, 0.5998], [0.2545, -1.5428, 2.1312], [1.2909, -0.9904, -0.0763], [-0.2547, 0.2006, 2.2964], [-1.8345, 0.7534, -2.9643], [-1.3740, -0.8181, 0.2650]], "forces_ev_per_a": [[0.2, -0.1, -0.2], [-1.7, -0.2, 0.7], [3.6, 1.5, -1.8], [-1.9, 0.3, -1.0], [-0.5, -0.5, 0.7], [-2.5, -2.4, 2.8], [0.6, -0.1, 0.0], [-0.2, 0.3, -0.3], [0.1, 0.3, 0.0], [-0.2, -0.7, -0.3], [0.5, 0.1, -0.2], [1.8, 1.4, -0.5]]}


{"formula": "C3H3Br", "method": "ωB97M-V/def2-TZVPD", "relative_energy_ev": 4.282, "multiplicity": 1, "lumo_energy_ev": [-1.4703, -2.8605], "homo_lumo_gap_ev": [9.1, 6.4], "species": ["C", "C", "C", "Br", "H", "H", "H"], "coordinates": [[0.3801, -1.1084, 0.0476], [1.4134, -0.4432, -0.0194], [0.3150, 0.5437, 0.0802], [4.6419, 0.0201, 0.0001], [-0.2758, -1.9193, -0.1001], [0.0878, 0.9419, -0.8722], [0.0090, 1.0894, 1.0972]], "forces_ev_per_a": [[-1.7, -1.1, -0.1], [2.8, 1.9, 0.6], [0.2, 0.0, 2.4], [-0.7, -0.1, 0.0], [-0.6, -0.5, 0.2], [-0.7, 1.0, -0.5], [0.7, -1.3, -2.5]]}


{"formula": "C3H3Br2NS", "method": "ωB97M-V/def2-TZVPD", "relative_energy_ev": 2.224, "multiplicity": 1, "lumo_energy_ev": -0.9969, "homo_lumo_gap_ev": 8.2, "species": ["C", "C", "C", "N", "S", "Br", "Br", "H", "H", "H"], "coordinates": [[-0.2668, 0.2781, -0.4925], [0.8767, 1.1945, -0.0547], [-1.0670, -0.5768, 0.5248], [-0.3506, -1.2511, -0.4944], [0.8402, 2.8148, -0.1210], [2.5743, 0.3840, -0.0942], [1.0630, -2.5216, -0.1172], [-0.7720, 0.8617, -1.2639], [-0.7508, -0.5019, 1.6406], [-2.1469, -0.6817, 0.4725]], "forces_ev_per_a": [[-0.1, -0.7, 1.7], [-0.1, 0.1, -1.3], [0.7, 1.1, 1.9], [0.7, 0.8, -0.7], [-0.6, -0.8, 0.5], [0.6, -0.1, 0.5], [-1.0, 0.7, 0.0], [-0.2, -0.9, -0.2], [0.0, -0.3, -2.1], [0.0, 0.2, -0.3]]}


{"formula": "C3H3Br2O2", "method": "ωB97M-V/def2-TZVPD", "relative_energy_ev": 1.144, "multiplicity": 1, "lumo_energy_ev": 2.5947, "charge": -1, "homo_lumo_gap_ev": 6.6, "species": ["C", "C", "C", "O", "O", "Br", "Br", "H", "H", "H"], "coordinates": [[0.8879, -1.0513, 0.9570], [-0.5992, 0.8423, -0.4359], [-0.2282, -0.1227, 0.7195], [0.8114, 0.0739, 1.6673], [1.4506, -2.0665, 0.7806], [-2.0555, -1.0048, 1.5377], [1.7617, 0.2657, -3.0482], [0.2155, 0.7446, -1.1732], [-1.5742, 0.5398, -0.9094], [-0.6699, 1.7790, -0.0955]], "forces_ev_per_a": [[-2.3, 0.1, -1.9], [0.2, -4.5, -0.5], [-1.6, -1.5, -1.3], [0.8, 1.0, 1.4], [0.7, 0.2, 0.7], [1.5, 0.9, -0.3], [0.0, 0.0, 0.0], [-0.1, 0.1, -0.1], [1.2, 0.1, 0.6], [-0.3, 3.7, 1.4]]}


{"formula": "C3H3Br2O3", "method": "ωB97M-V/def2-TZVPD", "relative_energy_ev": 3.501, "multiplicity": 1, "lumo_energy_ev": [3.1356, 3.1356], "charge": -1, "homo_lumo_gap_ev": [6.7, 6.7], "species": ["O", "C", "O", "C", "O", "C", "Br", "Br", "H", "H", "H"], "coordinates": [[-0.6644, -0.8444, -1.8624], [0.0312, -0.9382, -0.8239], [-0.5067, -1.4503, 0.4144], [-0.3441, -0.0601, 0.5312], [-1.4034, 0.7327, 0.2335], [0.9122, 0.4764, 0.9856], [2.0955, -0.7860, 1.7499], [2.1913, 1.6448, -0.5118], [1.1129, -0.9676, -0.8378], [-1.7980, 0.4161, -0.6950], [0.8521, 1.2999, 1.6113]], "forces_ev_per_a": [[0.0, 0.3, 0.9], [-0.4, -1.0, -1.0], [0.2, 0.0, -0.3], [1.4, 0.3, -0.8], [-1.6, -0.1, -1.3], [-1.9, -1.1, 0.0], [0.1, -0.2, 0.1], [0.0, 0.1, -0.2], [0.3, -0.4, -0.3], [1.6, 0.6, 2.1], [0.1, 1.6, 0.8]]}


{"formula": "C3H3Br3O", "method": "ωB97M-V/def2-TZVPD", "relative_energy_ev": 0.021, "multiplicity": 1, "lumo_energy_ev": 0.1961, "homo_lumo_gap_ev": 10.3, "species": ["C", "C", "C", "O", "Br", "Br", "Br", "H", "H", "H"], "coordinates": [[0.1478, 0.0052, 0.6378], [1.3332, -0.2165, -0.1595], [-1.1793, 0.2555, -0.1552], [0.0022, -0.1740, 1.8122], [-1.3447, -1.1340, -1.3561], [-2.7004, 0.2140, 1.0674], [-1.1337, 1.9935, -0.9481], [1.2854, -1.1272, -0.6176], [2.1181, -0.3022, 0.5474], [1.4714, 0.4857, -0.8283]], "forces_ev_per_a": [[-2.9, -0.5, 0.7], [0.5, -1.2, 3.9], [-0.2, 0.9, 1.5], [1.1, 0.2, 0.3], [-0.4, -1.3, -1.6], [0.1, 0.0, -0.1], [0.2, 0.4, -0.4], [-0.3, -2.4, -1.4], [1.1, 0.3, 0.5], [0.9, 3.6, -3.4]]}


{"formula": "C3H3Br3O4P", "method": "ωB97M-V/def2-TZVPD", "relative_energy_ev": 3.271, "multiplicity": 1, "lumo_energy_ev": [2.5797, 2.7539], "charge": -1, "homo_lumo_gap_ev": [7.0, 7.5], "species": ["C", "C", "C", "O", "O", "O", "O", "P", "Br", "Br", "Br", "H", "H", "H"], "coordinates": [[1.1897, -0.3209, 0.8047], [-0.8904, 0.1612, -0.3874], [1.9120, -1.5920, 0.3910], [-1.4917, 3.0894, -1.4680], [-3.4674, 1.4794, -0.6662], [-1.4284, 0.3990, -1.6833], [-1.1392, 1.1416, 0.3291], [-2.1259, 1.8695, -0.9793], [2.3043, 1.1809, 0.3441], [0.4124, -0.1011, 2.5912], [-1.6513, -1.5724, 0.1381], [2.9477, -1.8636, 0.8238], [2.2210, -1.3907, -0.6885], [1.2072, -2.4801, 0.4506]], "forces_ev_per_a": [[-0.7, 0.4, -1.2], [0.5, -3.3, -2.0], [0.5, -0.8, -0.9], [-0.3, 0.2, 0.0], [-2.5, 0.4, 0.4], [1.7, 1.2, 2.2], [-0.9, 3.2, 1.1], [2.8, -1.4, -0.6], [0.0, 0.3, 0.2], [0.8, -0.5, -0.6], [-0.2, -0.9, 0.2], [-1.7, 0.6, 0.2], [-0.8, -0.5, 1.1], [0.9, 1.0, -0.1]]}


{"formula": "C3H3Br9", "method": "ωB97M-V/def2-TZVPD", "relative_energy_ev": 1.040, "multiplicity": 1, "lumo_energy_ev": -0.7414, "homo_lumo_gap_ev": 9.4, "species": ["C", "Br", "Br", "Br", "H", "C", "Br", "Br", "Br", "H", "C", "Br", "Br", "Br", "H"], "coordinates": [[-2.4885, -3.6927, -1.5198], [-1.5415, -3.2930, -3.1934], [-3.9418, -4.9796, -1.5037], [-3.1248, -2.0661, -0.6113], [-1.6820, -4.1196, -0.9236], [-3.9071, 5.0892, 0.7005], [-3.6130, 6.1866, 2.3493], [-2.1771, 5.0252, -0.2329], [-5.2144, 6.1767, -0.2421], [-4.3170, 4.1331, 1.0259], [6.4266, -1.6275, 0.7333], [7.5457, -3.2726, 0.7415], [7.0420, -0.0919, 1.9071], [4.5002, -2.0669, 1.0998], [6.4930, -1.4010, -0.3308]], "forces_ev_per_a": [[0.4, 0.3, 0.5], [-0.8, -0.2, 0.4], [0.5, 0.3, -0.5], [0.4, -0.5, -0.5], [-0.5, 0.2, 0.1], [0.5, 1.9, 0.7], [0.1, -0.9, -0.2], [-1.0, -0.4, 0.3], [0.1, -0.8, -0.4], [0.3, 0.1, -0.4], [-0.3, -0.4, 0.3], [-0.5, 1.0, 0.5], [-0.5, -1.6, -1.2], [1.5, 0.3, -0.2], [-0.2, 0.7, 0.5]]}


{"formula": "C3H3BrClFO", "method": "ωB97M-V/def2-TZVPD", "relative_energy_ev": 0.647, "multiplicity": 1, "lumo_energy_ev": 0.4926, "homo_lumo_gap_ev": 9.8, "species": ["C", "C", "C", "O", "F", "Cl", "Br", "H", "H", "H"], "coordinates": [[0.2073, -0.5710, -0.4906], [1.3298, -0.2918, 0.3474], [-1.3187, 0.5201, 0.0406], [-0.0100, -1.2003, -1.4641], [-1.0912, 1.1002, 1.1866], [-1.2680, 1.6752, -1.2794], [-2.9636, -0.6018, 0.0963], [2.0724, -1.1144, 0.3483], [1.0213, 0.0339, 1.3642], [2.0208, 0.4499, -0.1492]], "forces_ev_per_a": [[-4.5, 1.3, -0.5], [2.9, 0.4, 0.8], [2.2, -3.0, -2.1], [0.7, -0.1, 0.4], [-0.2, 0.7, 1.3], [-0.6, 0.3, 0.0], [0.9, 0.8, 0.0], [-0.8, -0.2, 0.4], [0.5, -0.2, -0.8], [-1.2, 0.0, 0.5]]}


Copy entry 11 word for word.
{"formula": "C3H3Br9", "method": "ωB97M-V/def2-TZVPD", "relative_energy_ev": 1.040, "multiplicity": 1, "lumo_energy_ev": -0.7414, "homo_lumo_gap_ev": 9.4, "species": ["C", "Br", "Br", "Br", "H", "C", "Br", "Br", "Br", "H", "C", "Br", "Br", "Br", "H"], "coordinates": [[-2.4885, -3.6927, -1.5198], [-1.5415, -3.2930, -3.1934], [-3.9418, -4.9796, -1.5037], [-3.1248, -2.0661, -0.6113], [-1.6820, -4.1196, -0.9236], [-3.9071, 5.0892, 0.7005], [-3.6130, 6.1866, 2.3493], [-2.1771, 5.0252, -0.2329], [-5.2144, 6.1767, -0.2421], [-4.3170, 4.1331, 1.0259], [6.4266, -1.6275, 0.7333], [7.5457, -3.2726, 0.7415], [7.0420, -0.0919, 1.9071], [4.5002, -2.0669, 1.0998], [6.4930, -1.4010, -0.3308]], "forces_ev_per_a": [[0.4, 0.3, 0.5], [-0.8, -0.2, 0.4], [0.5, 0.3, -0.5], [0.4, -0.5, -0.5], [-0.5, 0.2, 0.1], [0.5, 1.9, 0.7], [0.1, -0.9, -0.2], [-1.0, -0.4, 0.3], [0.1, -0.8, -0.4], [0.3, 0.1, -0.4], [-0.3, -0.4, 0.3], [-0.5, 1.0, 0.5], [-0.5, -1.6, -1.2], [1.5, 0.3, -0.2], [-0.2, 0.7, 0.5]]}


Please write out number 5 again, unchanged.
{"formula": "C3H3Br", "method": "ωB97M-V/def2-TZVPD", "relative_energy_ev": 4.282, "multiplicity": 1, "lumo_energy_ev": [-1.4703, -2.8605], "homo_lumo_gap_ev": [9.1, 6.4], "species": ["C", "C", "C", "Br", "H", "H", "H"], "coordinates": [[0.3801, -1.1084, 0.0476], [1.4134, -0.4432, -0.0194], [0.3150, 0.5437, 0.0802], [4.6419, 0.0201, 0.0001], [-0.2758, -1.9193, -0.1001], [0.0878, 0.9419, -0.8722], [0.0090, 1.0894, 1.0972]], "forces_ev_per_a": [[-1.7, -1.1, -0.1], [2.8, 1.9, 0.6], [0.2, 0.0, 2.4], [-0.7, -0.1, 0.0], [-0.6, -0.5, 0.2], [-0.7, 1.0, -0.5], [0.7, -1.3, -2.5]]}